1.
Computed, not measured: a 14-piece molecular cluster, C60H100O20 overall in a non-equilibrium geometry, with ωB97M-V/def2-TZVPD.

```
180
C60H100O20, DFT ωB97M-V/def2-TZVPD
C 5.7794 0.5736 3.5754
C 6.0602 -0.7908 3.9493
C 5.3056 -1.7994 3.4177
C 4.2578 -1.5360 2.5300
C 3.9391 -0.2181 2.2162
C 4.6204 0.8625 2.7781
O 4.2861 2.1424 2.5426
O 5.5602 -3.1000 3.8713
H 6.4576 1.3737 3.8606
H 6.8856 -0.9903 4.7787
H 3.6580 -2.4223 2.1064
H 3.1046 0.0457 1.5603
H 5.1121 2.6975 2.5233
H 5.1024 -3.7337 3.3142
C 0.7451 0.9889 5.6943
C 1.3087 1.2117 4.4270
C 0.6756 2.0673 3.5377
C -0.5932 2.4767 3.7834
C -1.2313 2.1775 4.9610
C -0.5214 1.4612 5.9647
O -1.0093 1.1835 7.2272
O 1.3737 2.6951 2.4670
H 1.1457 0.3951 6.4998
H 2.2950 0.9573 4.0323
H -1.0953 3.0968 3.1020
H -2.2839 2.4044 5.0237
H -1.9871 1.0703 7.3350
H 2.3288 2.5080 2.6025
C 0.2384 -0.9758 -0.4758
C -0.4601 -1.1262 0.6983
C -1.0588 -0.0377 1.3406
C -1.0345 1.1702 0.7109
C -0.3858 1.2812 -0.5308
C 0.2421 0.1994 -1.1463
O 0.8966 0.3311 -2.3656
O -1.6320 -0.2116 2.5715
H 0.5790 -1.8918 -1.0280
H -0.4717 -2.1135 1.0651
H -1.6071 1.9795 1.1758
H -0.5131 2.2086 -1.0342
H 1.0944 -0.5836 -2.7296
H -2.5165 0.2182 2.6516
C 2.3386 -4.6819 2.0204
C 1.1226 -4.6722 1.3383
C 1.0112 -5.2047 0.0503
C 2.1820 -5.7560 -0.5147
C 3.4082 -5.5578 0.0656
C 3.4969 -5.0507 1.3488
O 4.7242 -5.0712 2.0333
O -0.0952 -5.3655 -0.6079
H 2.2889 -4.4084 3.1086
H 0.3161 -4.4832 1.9778
H 2.1136 -6.1676 -1.5063
H 4.2983 -5.8809 -0.4590
H 5.4134 -5.3153 1.4086
H -0.8247 -4.8301 -0.1669
C 0.9365 -4.8094 5.3483
C -0.2213 -4.3919 4.7495
C -0.3785 -3.0642 4.3112
C 0.6375 -2.1638 4.4805
C 1.8683 -2.6104 5.0182
C 1.9535 -3.9089 5.5281
O 3.0597 -4.2478 6.2462
O -1.5508 -2.8306 3.6346
H 1.0847 -5.8258 5.6962
H -0.9910 -5.1134 4.6949
H 0.5504 -1.1743 4.1011
H 2.7194 -1.9629 5.1350
H 3.7445 -3.5969 6.0003
H -1.6230 -1.8726 3.4234
C -7.7669 1.8850 -0.9766
C -6.6550 1.7016 -0.1534
C -5.4753 2.3249 -0.5176
C -5.3888 2.9603 -1.7105
C -6.5180 3.2215 -2.4679
C -7.7256 2.6848 -2.1304
O -8.8849 2.9904 -2.8160
O -4.3575 2.2468 0.2853
H -8.6628 1.3673 -0.6639
H -6.7626 1.0739 0.7061
H -4.4001 3.3489 -1.9784
H -6.3603 3.7714 -3.3670
H -9.6811 2.5928 -2.4436
H -3.6705 2.8021 -0.0606
C 5.9213 -2.8239 -1.0297
C 4.7260 -1.8750 -1.1002
C 5.0659 -0.4036 -0.9071
O 4.1093 -2.0240 -2.4667
H 6.6143 -2.3647 -1.6957
H 5.7162 -3.8355 -1.3535
H 6.4343 -2.7588 -0.0380
H 3.9079 -2.2218 -0.4525
H 5.5879 -0.3387 0.0617
H 4.2623 0.3622 -0.9132
H 5.6811 -0.1146 -1.7308
H 3.5554 -1.2229 -2.5720
C 3.6433 4.8963 -1.8359
C 3.2981 4.0776 -0.6407
C 1.9314 3.3919 -0.7870
O 4.3524 3.1238 -0.4864
H 3.3812 5.8949 -1.8386
H 3.4534 4.3852 -2.8154
H 4.7405 4.8725 -1.8107
H 3.3873 4.8648 0.1716
H 2.0601 2.5969 -1.5249
H 1.2654 4.1815 -1.1066
H 1.4969 3.0654 0.1556
H 4.2661 2.7122 0.3244
C -3.7090 -3.9993 -1.7134
C -2.7523 -2.9929 -1.0896
C -3.5420 -1.7454 -0.7350
O -2.1203 -3.6845 0.0227
H -4.2476 -3.4503 -2.4950
H -4.3911 -4.5302 -1.0453
H -3.1956 -4.7544 -2.3142
H -2.0267 -2.6970 -1.8878
H -4.4898 -2.0419 -0.2288
H -3.7774 -1.2275 -1.6641
H -3.0183 -1.0672 -0.0389
H -1.8834 -3.0012 0.6942
C -1.8492 3.0417 -3.8797
C -2.3185 1.5710 -3.6721
C -3.5826 1.2703 -4.4372
O -1.3127 0.7324 -4.2358
H -2.6811 3.7198 -3.6304
H -1.6807 3.0706 -4.9610
H -0.9395 3.2333 -3.2380
H -2.4764 1.3572 -2.5702
H -3.7267 1.7928 -5.3838
H -4.4506 1.5096 -3.8018
H -3.6475 0.1976 -4.5761
H -0.4854 0.7728 -3.7012
C -4.7807 -1.0030 4.0202
C -5.3053 0.1393 3.1679
C -6.4661 0.8682 3.9020
O -4.1103 0.9361 2.9488
H -4.2687 -0.5163 4.8505
H -3.9752 -1.5695 3.4701
H -5.5738 -1.6827 4.3833
H -5.5840 -0.2161 2.2124
H -6.7873 1.7191 3.3087
H -6.0065 1.2218 4.8697
H -7.3715 0.2737 4.0249
H -4.2355 1.5125 2.1662
C -1.4294 6.3540 -1.3004
C -1.7054 5.2819 -0.2967
C -2.6424 5.6182 0.8122
O -2.3155 4.0930 -0.8140
H -1.0324 7.2804 -0.8226
H -2.3794 6.6294 -1.8246
H -0.8704 5.9714 -2.1456
H -0.7372 4.9995 0.1156
H -2.2182 6.3240 1.4592
H -2.9693 4.7275 1.3524
H -3.6026 6.0386 0.3980
H -1.7630 3.8411 -1.5555
C 1.3351 -2.4239 -5.7044
C 0.7429 -2.8732 -4.3820
C 0.8297 -4.3674 -4.1160
O 1.3161 -2.0959 -3.2915
H 1.0516 -3.0116 -6.5670
H 2.4274 -2.4872 -5.6286
H 1.0572 -1.4001 -5.9268
H -0.3638 -2.6862 -4.3762
H 1.8469 -4.6993 -4.4035
H 0.1889 -4.9573 -4.7530
H 0.6943 -4.7331 -3.0883
H 2.1354 -2.4725 -3.0217
C 3.1717 0.7439 -5.2708
C 2.0171 1.4373 -5.9635
C 1.5985 2.7085 -5.1638
O 2.3858 1.8003 -7.3095
H 3.9711 1.4676 -5.0733
H 3.5764 -0.0877 -5.9213
H 2.8538 0.2393 -4.3464
H 1.1448 0.7697 -6.0425
H 0.7002 3.2675 -5.6156
H 2.4742 3.4366 -5.1604
H 1.3852 2.4859 -4.1167
H 3.1099 2.3790 -7.2402
```

Calculated values
Charge ... 0
Frontier orbital gap ... 8.1 eV
E_tot ... -104790.029 eV
Lowest unoccupied orbital energy ... 0.4 eV
Max |F| ... 4.23 eV Å⁻¹
Highest occupied orbital energy ... -7.7 eV

---

2.
Computed, not measured: one molecule with the formula C5H5OP in a non-equilibrium geometry, with ωB97M-V/def2-TZVPD.

```
12
C5H5OP, DFT ωB97M-V/def2-TZVPD
O 0.9220 -0.9428 2.8209
C 0.6571 -1.2345 1.7170
C -0.0467 -0.4863 0.7211
C -0.7323 0.7336 0.3799
C -1.1212 -0.5710 -0.2895
C 0.1025 0.1373 -0.6687
P 1.0157 0.8752 -2.0218
H 0.9431 -2.1440 1.1836
H -1.0413 1.7626 0.6173
H -1.9568 -1.1581 -0.4903
H 1.6691 -0.2268 -2.8193
H 2.2828 1.2417 -1.4166
```

Calculated values
Charge ... 0
Frontier orbital gap ... 9.6 eV
E_tot ... -16596.163 eV
Lowest unoccupied orbital energy ... 0.9 eV
Max |F| ... 3.43 eV Å⁻¹
Highest occupied orbital energy ... -8.7 eV